Version P
This record from the Open Molecules 2025 dataset describes one molecule with the formula C3H9N3S. The level of theory is ωB97M-V with the def2-TZVPD basis set.

The geometry in ORCA input format:
```
! RIJCOSX wB97M-V def2-TZVPD def2/J DEFGRID3
* xyz 0 1
C -0.74615 1.91125 -0.72893
C -0.71633 0.59562 -0.09771
N -1.77734 -0.14418 -0.05044
N -1.63332 -1.41004 0.50645
N 0.49666 0.07090 0.44999
C 1.43970 1.06353 1.01454
S 1.30588 -1.02899 -0.62084
H -1.73228 2.06424 -1.04862
H -0.09334 1.97539 -1.57851
H -0.49900 2.68002 -0.00801
H -2.55571 -1.70860 0.70290
H -0.98331 -1.36580 1.30280
H 1.87418 1.76776 0.29793
H 0.83250 1.58756 1.74340
H 2.27178 0.48652 1.52911
H 0.52578 -2.06233 -0.47696
*
```

E_LUMO in eV: 0.890
Frontier orbital gap in eV: 9.38

Version Q
This record from the Open Molecules 2025 dataset describes one molecule with the formula C3H9N3S. The level of theory is ωB97M-V with the def2-TZVPD basis set.

The geometry in ORCA input format:
```
! RIJCOSX wB97M-V def2-TZVPD def2/J DEFGRID3
* xyz 0 1
C -2.03910 -0.74243 0.26155
N -0.86508 -1.34740 -0.37717
C 0.37067 -0.70310 -0.25170
N 1.35836 -1.39615 0.17343
S 2.95938 -0.83826 0.03381
N 0.40972 0.61708 -0.70328
C 0.73658 1.66402 0.26399
H -2.18407 0.29411 -0.06935
H -2.91311 -1.33813 0.03922
H -1.95757 -0.70713 1.36651
H -0.75271 -2.32762 -0.13730
H 2.76557 0.15111 -0.89424
H -0.38585 0.82453 -1.28701
H 0.89180 2.59703 -0.25938
H -0.04879 1.83464 1.02306
H 1.65419 1.41769 0.81786
*
```

E_LUMO in eV: 0.824
Frontier orbital gap in eV: 8.74

Version R
This record from the Open Molecules 2025 dataset describes C3H9N3S as an isolated structure. The level of theory is ωB97M-V with the def2-TZVPD basis set.

The geometry in ORCA input format:
```
! RIJCOSX wB97M-V def2-TZVPD def2/J DEFGRID3
* xyz 0 1
C -1.90774 -0.85917 -0.49570
C 0.47032 -0.44729 -0.15111
C -0.33953 2.13030 0.34311
H -1.98713 -1.32191 -1.61628
H -2.46724 0.35659 -0.40886
H -2.82239 -1.35402 0.17537
H -0.29195 -2.36317 0.02246
H -1.37482 1.47768 0.48733
H -0.17490 3.06298 0.05653
H 0.15186 2.06752 1.34350
H 3.45801 -1.38075 0.10548
H 2.67186 0.27279 0.90721
N -0.64885 -1.16596 0.23149
N 1.58819 -1.12555 -0.03930
N 2.86762 -0.49074 -0.24972
S 0.80670 1.14070 -0.71152
*
```

E_LUMO in eV: 0.545
Frontier orbital gap in eV: 8.63

Relative energy table, unit kJ/mol: version P 102.9; version Q 0.0; version R 594.7